# 1
This record from the Open Molecules 2025 dataset describes a cluster of 7 separate species, C16H31Cl12N in total at a distorted geometry. The level of theory is wB97M-V/def2-TZVPD.

Cartesian coordinates (Å):
C: -23.80488 6.54466 20.96722
C: -24.67033 7.40604 20.05955
C: -25.22774 6.63493 18.88943
C: -25.87137 5.43015 19.37099
N: -26.30457 4.41920 19.78840
H: -23.42425 7.02241 21.86997
H: -22.95275 6.06530 20.48536
H: -24.41536 5.68157 21.23274
H: -24.25233 8.37622 19.79097
H: -25.50827 7.72162 20.68115
H: -24.48298 6.33872 18.15072
H: -25.95342 7.21299 18.31731
Cl: -19.08135 3.03532 17.44260
C: -19.20421 3.37931 19.21829
C: -19.82953 4.74506 19.57578
Cl: -18.77398 6.09756 19.07353
H: -18.22526 3.23725 19.67610
H: -19.97877 2.70260 19.57915
H: -19.94844 4.82552 20.65628
H: -20.81717 4.89151 19.13850
Cl: -29.12721 7.35028 17.85456
C: -29.45369 6.38721 19.28339
C: -28.80125 6.94251 20.52800
Cl: -29.44500 8.54641 20.96579
H: -29.17588 5.35952 19.04936
H: -30.51941 6.48000 19.49252
H: -27.71383 7.00188 20.57382
H: -29.01632 6.26023 21.35039
Cl: -22.20954 3.30551 21.27050
C: -23.46256 2.36587 20.54769
C: -22.99947 0.89416 20.51577
Cl: -23.26581 0.18903 22.14401
H: -23.66263 2.86251 19.59826
H: -24.37895 2.48355 21.12603
H: -21.95260 0.88233 20.21243
H: -23.56234 0.34682 19.75966
Cl: -21.89632 11.66929 21.85946
C: -22.98884 10.36981 22.51881
C: -23.93604 10.98413 23.61953
Cl: -25.00340 12.27773 23.03451
H: -22.39829 9.53701 22.90065
H: -23.55511 9.88773 21.72192
H: -23.39057 11.25894 24.52233
H: -24.58343 10.16158 23.92348
Cl: -24.19873 13.14171 17.76495
C: -25.31014 11.71037 17.82335
C: -25.41503 11.22737 19.23498
Cl: -26.68688 10.02844 19.52261
H: -24.82651 10.97721 17.17784
H: -26.27212 12.03047 17.42306
H: -25.75059 12.11303 19.77452
H: -24.51362 10.86827 19.73157
Cl: -23.01209 4.11799 17.27652
C: -22.39664 2.92440 16.11017
C: -21.58643 3.60590 15.00553
Cl: -22.53894 4.63193 13.91408
H: -23.21586 2.26093 15.83306
H: -21.73992 2.30182 16.71780
H: -21.05887 2.92651 14.33606
H: -20.85279 4.28565 15.43891

## Properties
HOMO (alpha / beta), eV: -12.306 / -12.305
2S+1: 2
Expectation value of S²: 0.75
Calculated total energy, eV: -168843.878
Total charge: +1
Energy relative to the best compared isomer or geometry (same formula, charge and spin), kJ/mol: 0.0
E_LUMO (alpha / beta), eV: -2.61 / -10.67

# 2
This record from the Open Molecules 2025 dataset describes a structure of composition C16H31CoNP2S at a distorted geometry. The level of theory is wB97M-V/def2-TZVPD.

Cartesian coordinates (Å):
P: -2.11917 -0.69823 1.49067
P: -0.29370 -2.11628 -2.06247
C: -1.53589 -0.02145 -0.19879
C: -1.41683 -0.70344 -1.59627
H: -0.59559 0.58797 -0.10758
H: -2.28842 0.78265 -0.28627
H: -2.39290 -1.01287 -1.95036
H: -0.98145 0.04912 -2.27641
C: 1.43598 -2.36341 -2.52162
H: 1.54518 -3.44395 -2.70698
H: 2.10560 -2.11286 -1.68111
H: 1.69755 -1.81659 -3.43294
C: -1.22439 -2.84306 -3.43302
H: -0.59432 -2.78921 -4.32798
H: -2.14800 -2.28706 -3.61729
H: -1.46844 -3.89022 -3.20768
C: -1.16913 -0.60157 3.06293
H: -1.71505 -1.18236 3.82773
H: -1.09502 0.43444 3.39151
H: -0.15635 -1.03563 2.96532
C: -3.44525 0.49883 1.82027
H: -3.98575 0.67528 0.89086
H: -3.02583 1.43219 2.21518
H: -4.14402 0.08025 2.55480
Co: 1.04610 0.57841 0.36657
C: 1.50348 1.32366 -1.24369
C: 2.59505 0.54383 -0.68279
C: 3.64915 1.08555 0.23229
C: 3.05382 2.06779 1.30533
C: 1.62908 1.73328 1.67958
C: 0.45098 2.30429 1.07477
C: 0.42286 3.25917 -0.09928
C: 1.44800 2.84228 -1.16983
C: -2.90106 -2.30918 1.75450
H: 1.00883 0.94440 -2.14446
H: 2.91164 -0.31399 -1.27091
H: 4.46374 1.60697 -0.28573
H: 4.15667 0.24528 0.73570
H: 3.67355 1.90800 2.19568
H: 3.16887 3.11068 0.96544
H: 1.52539 1.37641 2.71792
H: -0.43606 2.39199 1.72284
H: 0.58678 4.30400 0.20264
H: -0.59980 3.25294 -0.52995
H: 1.07108 3.20118 -2.13701
H: 2.42936 3.31355 -0.99550
H: -3.20228 -2.80749 0.83759
H: -3.76207 -2.11212 2.41233
H: -2.19520 -2.95881 2.30481
S: 1.38006 -1.43985 1.27853
C: 0.21513 -2.17438 0.41765
N: -0.28200 -2.90039 -0.45756

## Properties
HOMO (alpha / beta), eV: -4.022 / -6.991
2S+1: 4
Expectation value of S²: 3.80
Calculated total energy, eV: -85615.931
Energy relative to the best compared isomer or geometry (same formula, charge and spin), kJ/mol: 543.6
E_LUMO (alpha / beta), eV: 0.39 / 0.29